C35H104B3BrO20 | the ωB97M-V functional and the def2-TZVPD basis

M: 957.54 g mol⁻¹
gap between HOMO and LUMO: 0.357 Eh
lowest unoccupied orbital energy: 0.03 eV
calculated total energy: -151008.2309 eV

Positions of all 163 atoms, in Å:
C1 -6.18678 0.18221 -0.30859
C2 -6.24879 0.10582 -1.81847
Br1 -6.71496 -1.78141 -2.27762
C3 -4.91516 0.42181 -2.54460
B1 -3.84892 1.18485 -1.68692
O1 -3.40505 2.45082 -2.08868
B2 -2.17731 2.80193 -1.55212
O2 -1.24823 1.80771 -1.26269
B3 -1.84554 0.64581 -0.81544
O3 -1.13010 -0.52171 -0.65998
O4 -3.21549 0.66508 -0.55978
H1 -5.98597 1.20056 0.03431
H2 -5.45503 -0.52086 0.08230
H3 -7.14797 -0.10842 0.11382
H4 -7.06012 0.68617 -2.24359
H5 -4.47362 -0.50791 -2.89906
H6 -5.13032 1.02417 -3.42764
H7 -1.89534 3.92431 -1.29091
H8 -1.67359 -1.23188 -1.02988
C4 -7.32984 -4.23580 0.60763
C5 -8.22758 -3.35401 1.45271
O5 -8.33819 -2.08182 0.83088
H9 -6.35406 -3.77131 0.46583
H10 -7.18760 -5.21195 1.07524
H11 -7.76319 -4.38480 -0.38390
H12 -7.79634 -3.18182 2.43823
H13 -9.21456 -3.80949 1.58941
H14 -8.71685 -2.19931 -0.04681
C6 2.09242 0.03506 1.05117
C7 1.37569 1.22539 1.64982
O6 1.62320 2.41220 0.89362
H15 3.16918 0.20991 1.01096
H16 1.90614 -0.86445 1.63701
H17 1.75203 -0.14189 0.02630
H18 1.72090 1.42065 2.66408
H19 0.29696 1.03888 1.68755
H20 1.30425 2.25905 -0.00203
C8 0.39540 -4.04952 3.14523
C9 -0.30441 -2.82463 3.70692
O7 -0.03137 -1.66003 2.93556
H21 1.47316 -3.88681 3.10786
H22 0.19400 -4.93065 3.75774
H23 0.05853 -4.25462 2.12546
H24 0.04577 -2.61315 4.71614
H25 -1.38671 -2.99032 3.75046
H26 -0.34356 -1.81664 2.03713
C10 -4.59119 5.93052 -2.70777
C11 -5.89019 5.72147 -1.95709
O8 -6.26681 4.34179 -1.97602
H27 -4.68941 5.59261 -3.74040
H28 -4.29700 6.97894 -2.70518
H29 -3.79801 5.33814 -2.24566
H30 -6.70031 6.28211 -2.41709
H31 -5.79193 6.05446 -0.91847
H32 -5.55317 3.84572 -1.56312
C12 4.74400 2.61731 1.98734
C13 5.86629 3.42504 2.60736
O9 7.15001 2.92890 2.22938
H33 4.82627 1.57072 2.28470
H34 3.76755 2.99436 2.29015
H35 4.79720 2.65205 0.89669
H36 5.81773 3.37275 3.69531
H37 5.78933 4.47879 2.31271
H38 7.21328 2.97825 1.27070
C14 -0.48558 -0.81869 -5.24764
C15 -1.63181 -0.26842 -4.42423
O10 -2.83031 -1.02357 -4.62025
H39 -0.73859 -0.81138 -6.30869
H40 0.42682 -0.23863 -5.09931
H41 -0.28958 -1.85109 -4.94456
H42 -1.86271 0.76132 -4.69819
H43 -1.36978 -0.29267 -3.35909
H44 -2.64613 -1.93516 -4.37127
C16 -1.90180 -4.54536 -0.53149
C17 -2.72441 -3.30464 -0.82428
O11 -2.44865 -2.76426 -2.12421
H45 -0.83583 -4.33090 -0.59791
H46 -2.11701 -4.93301 0.46404
H47 -2.12233 -5.33036 -1.25823
H48 -2.49372 -2.51263 -0.11051
H49 -3.79327 -3.52690 -0.75115
H50 -2.66702 -3.44662 -2.76661
C18 8.85855 0.96108 4.07484
C19 10.24213 1.36444 4.54397
O12 11.14677 0.25946 4.56503
H51 8.45568 0.17878 4.72094
H52 8.18038 1.81016 4.07939
H53 8.89394 0.56192 3.05879
H54 10.20706 1.74897 5.56231
H55 10.64747 2.15122 3.89851
H56 11.20170 -0.08788 3.66996
C20 5.07605 6.74136 4.98330
C21 6.47488 7.13005 5.41730
O13 7.36417 6.01506 5.41269
H57 4.67952 5.96286 5.63771
H58 4.40225 7.59739 5.00483
H59 5.08777 6.34348 3.96700
H60 6.47096 7.51393 6.43668
H61 6.87216 7.91244 4.76068
H62 7.39575 5.66416 4.51691
C22 -3.73742 -8.18410 0.44154
C23 -4.75861 -7.07046 0.54414
O14 -4.65286 -6.19967 -0.57504
H63 -2.74064 -7.75474 0.38060
H64 -3.78538 -8.84749 1.30654
H65 -3.89627 -8.78203 -0.45941
H66 -4.57792 -6.46810 1.43387
H67 -5.77814 -7.46679 0.60163
H68 -4.82675 -6.72232 -1.36385
C24 -0.07756 -5.85327 -5.81421
C25 1.04535 -5.00718 -5.24433
O15 0.55054 -3.83631 -4.59736
H69 -0.66814 -5.27284 -6.52376
H70 0.31417 -6.73500 -6.32284
H71 -0.75050 -6.18702 -5.01992
H72 1.70514 -4.66222 -6.03908
H73 1.64115 -5.59116 -4.53539
H74 -0.01590 -4.12014 -3.87132
C26 4.23992 7.78885 0.11109
C27 3.49981 8.40943 1.28112
O16 4.35715 8.62081 2.39978
H75 4.68662 6.83874 0.40668
H76 3.56766 7.61275 -0.72971
H77 5.04804 8.44277 -0.22594
H78 2.70677 7.74716 1.62520
H79 3.04436 9.36020 0.98424
H80 5.06120 9.21617 2.12492
C28 2.65841 -0.81159 -2.84416
C29 4.06258 -0.41367 -2.43304
O17 4.93090 -1.54768 -2.42631
H81 2.26709 -1.57369 -2.16916
H82 1.98633 0.04868 -2.82772
H83 2.65073 -1.23747 -3.85073
H84 4.07086 -0.01030 -1.42181
H85 4.46748 0.34775 -3.10697
H86 4.95313 -1.92399 -3.31093
C30 -0.41754 -8.22512 1.88926
C31 0.40736 -7.85557 0.67180
O18 0.44683 -6.44152 0.48506
H87 -1.41771 -7.82054 1.77558
H88 -0.48152 -9.30722 2.01432
H89 0.00881 -7.80011 2.80130
H90 -0.04438 -8.26829 -0.22992
H91 1.42498 -8.25125 0.75315
H92 0.85670 -6.04494 1.26031
C32 -7.91430 9.79404 -0.79943
C33 -6.59029 9.07074 -0.64162
O19 -5.98182 8.79607 -1.90225
H93 -8.59906 9.20247 -1.40774
H94 -8.37777 9.97932 0.17046
H95 -7.77290 10.75417 -1.30151
H96 -6.73770 8.10739 -0.15611
H97 -5.90321 9.66041 -0.02568
H98 -5.83181 9.63796 -2.34322
C34 6.33747 -4.32358 0.51706
C35 5.63779 -3.06264 0.99308
O20 5.93737 -1.94761 0.16968
H99 7.41724 -4.17185 0.49738
H100 6.11400 -5.17005 1.16940
H101 6.02190 -4.57790 -0.49758
H102 5.96507 -2.80414 2.00040
H103 4.55175 -3.21853 1.01998
H104 5.64200 -2.14718 -0.73170

***

C4H5NO | the ωB97M-V functional and the def2-TZVPD basis

ΔE to the lowest compared entry with this formula, charge and spin: 81.2 kcal per mole
M: 83.09 g mol⁻¹
gap between HOMO and LUMO: 0.378 Eh
lowest unoccupied orbital energy: 0.80 eV
SMILES string: N#CC1(O)CC1
calculated total energy: -7763.0035 eV

Positions of all 11 atoms, in Å:
N1 2.27607 -0.10067 -1.06103
C1 1.46036 -0.55743 -0.36395
C2 0.26297 -0.31733 0.41241
O1 0.51185 0.40407 1.57864
C3 -0.50409 0.36980 -0.72702
C4 -1.22473 -0.49718 0.26815
H1 1.19293 1.06953 1.41429
H2 0.00873 1.32250 -0.89556
H3 -0.42308 -0.20398 -1.64409
H4 -1.75075 -0.10732 1.13587
H5 -1.65590 -1.41158 -0.13237

***

C21H38I2InN2O3S | the ωB97M-V functional and the def2-TZVPD basis

net charge: +3
ΔE to the lowest compared entry with this formula, charge and spin: 21.0 kcal per mole
M: 767.24 g mol⁻¹
gap between HOMO and LUMO: 0.272 Eh
lowest unoccupied orbital energy: -9.97 eV
calculated total energy: -63702.2633 eV

Positions of all 68 atoms, in Å:
In1 -0.37867 -0.30961 -0.09474
C1 -3.12561 1.43921 0.74339
O1 -1.68879 1.42888 0.55924
C2 -1.03306 2.61016 1.05283
C3 0.22165 2.80830 0.22728
O2 0.90498 1.54262 0.03439
C4 2.08006 1.34683 0.85748
C5 1.65350 0.86113 2.22150
O3 0.68806 -0.19937 2.02031
C6 0.85643 -1.29054 2.96534
H1 -3.55219 2.25827 0.16791
H2 -3.35968 1.55837 1.80069
H3 -3.49941 0.48516 0.38065
H4 -0.82540 2.48254 2.11803
H5 -1.68949 3.47263 0.92736
H6 0.89348 3.51324 0.71567
H7 -0.01432 3.18245 -0.76352
H8 2.64541 2.27597 0.91144
H9 2.68164 0.59993 0.34108
H10 1.19017 1.64734 2.82059
H11 2.51733 0.47415 2.76149
H12 0.57702 -0.94809 3.96190
H13 1.89407 -1.61729 2.96643
H14 0.21850 -2.10715 2.64105
C7 -4.39055 -1.82544 -2.48321
C8 -2.96334 -1.36801 -2.43103
C9 -1.94546 -2.34049 -2.41169
C10 -2.31558 -3.79867 -2.38750
C11 -0.60624 -1.96388 -2.50682
C12 0.40489 -3.03921 -2.80044
C13 -0.24785 -0.56664 -2.49413
C14 1.14036 -0.13524 -2.94420
C15 -1.31578 0.41274 -2.50992
C16 -1.01201 1.85487 -2.82017
C17 -2.65473 0.00117 -2.45844
C18 -3.76804 1.01170 -2.57257
H15 -4.49443 -2.70272 -3.11837
H16 -5.06248 -1.06317 -2.86119
H17 -4.73700 -2.11523 -1.48490
H18 -2.51509 -4.16920 -3.39686
H19 -3.21536 -3.96801 -1.79992
H20 -1.52571 -4.41618 -1.96928
H21 0.47789 -3.78375 -2.00454
H22 1.39423 -2.66401 -3.02858
H23 0.07314 -3.59135 -3.68336
H24 1.13525 -0.00521 -4.02883
H25 1.90522 -0.86521 -2.70511
H26 1.45325 0.80781 -2.50477
H27 0.04712 2.08636 -2.81632
H28 -1.52882 2.53962 -2.14854
H29 -1.38114 2.08368 -3.82348
H30 -4.14753 1.04268 -3.59716
H31 -3.44818 2.01973 -2.32842
H32 -4.61063 0.76309 -1.93011
S1 -1.90798 -2.09667 0.69436
C19 -2.49654 -1.74470 2.28775
N1 -3.31174 -2.58320 2.89370
C20 -3.78362 -2.05704 4.18726
C21 -2.83535 -0.86399 4.40282
N2 -2.26478 -0.67947 3.04921
H33 -3.67024 -3.42170 2.46186
H34 -3.69546 -2.81143 4.96400
H35 -4.82532 -1.75066 4.10215
H36 -2.04054 -1.09449 5.11233
H37 -3.35912 0.02999 4.72919
H38 -1.51154 -0.04283 2.84619
I1 2.29496 -2.46063 -0.12300
I2 4.43480 -1.75428 1.28864

***

Values for max |F|, eV Å⁻¹, ordered as above
1.17; 1.88; 0.15